Entry from OMol25: a cluster of 11 separate species, C44H110O22 in total in a non-equilibrium geometry (the ωB97M-V functional and the def2-TZVPD basis).

maximum force: 0.0665 Eh/bohr
ΔE to the lowest compared entry with this formula, charge and spin: 3.5022 eV
SMILES string: COCCOC.COCCOC.COCCOC.COCCOC.COCCOC.COCCOC.COCCOC.COCCOC.COCCOC.COCCOC.COCCOC
LUMO level: 0.56 eV
E_HOMO: -9.3376 eV
gap between HOMO and LUMO: 9.8936 eV

Each line ends with the Mulliken charge.
Atoms and positions in Å:
C -2.42 6.41 -3.07  -0.5176
O -1.36 6.26 -2.10  -0.4940
C -1.57 4.96 -1.45  -0.4401
C -0.58 4.68 -0.30  -0.0433
O 0.71 4.72 -0.79  -0.1320
C 1.64 5.13 0.14  -0.9197
H -2.41 5.55 -3.74  0.3003
H -2.21 7.28 -3.69  0.3678
H -3.42 6.49 -2.66  0.0774
H -1.50 4.24 -2.26  0.3055
H -2.55 4.89 -0.98  0.3555
H -0.81 3.71 0.13  -0.3423
H -0.81 5.47 0.42  0.5604
H 1.69 4.48 1.01  0.2802
H 1.38 6.11 0.55  0.3989
H 2.66 5.23 -0.25  0.2280
C -3.02 -2.54 -5.11  -0.5988
O -2.27 -3.28 -4.19  -0.3793
C -1.66 -2.40 -3.23  0.2053
C -1.41 -3.32 -1.94  -0.5162
O -2.62 -3.56 -1.25  -0.3693
C -2.58 -4.38 -0.10  -0.9199
H -3.80 -1.92 -4.66  0.1021
H -3.47 -3.20 -5.85  0.3014
H -2.32 -1.89 -5.64  0.3111
H -2.28 -1.58 -2.88  0.2010
H -0.69 -2.03 -3.56  -0.1407
H -0.67 -2.87 -1.27  0.1520
H -1.02 -4.30 -2.24  0.8018
H -2.70 -3.76 0.78  0.2981
H -1.66 -4.94 0.06  0.3194
H -3.45 -5.04 -0.13  0.3007
C 1.07 -0.51 5.85  -0.5781
O 0.69 -1.55 6.79  -0.3503
C 1.36 -1.46 8.05  -0.5033
C 0.88 -2.48 9.05  -0.4999
O -0.41 -2.18 9.53  -0.2896
C -0.85 -3.09 10.58  -0.7900
H 0.64 -0.79 4.89  0.0865
H 2.15 -0.56 5.71  0.3512
H 0.81 0.52 6.10  0.3236
H 1.36 -0.46 8.46  0.3095
H 2.40 -1.71 7.84  0.3498
H 1.50 -2.37 9.93  0.3633
H 0.92 -3.53 8.76  0.3524
H -1.57 -2.58 11.22  0.2411
H -0.10 -3.52 11.25  0.3250
H -1.34 -3.91 10.06  0.3017
C -1.75 -0.52 0.35  -0.4434
O -1.39 0.22 1.45  -0.3342
C -0.09 0.04 1.98  0.0402
C 1.05 0.45 1.06  -0.6276
O 1.13 -0.42 -0.02  0.1776
C 2.17 -0.07 -0.86  -1.2879
H -1.62 -1.60 0.43  0.3337
H -1.21 -0.15 -0.52  0.2171
H -2.84 -0.38 0.34  0.1013
H 0.07 -0.96 2.39  0.2256
H -0.13 0.72 2.82  -0.3818
H 1.93 0.39 1.70  0.4410
H 0.86 1.46 0.70  0.3196
H 3.13 0.11 -0.36  0.4587
H 1.98 0.76 -1.54  0.4316
H 2.39 -0.89 -1.54  0.2675
C -0.40 3.81 3.48  -0.2963
O -1.21 3.70 4.63  -0.4172
C -2.11 2.60 4.66  0.7757
C -3.01 2.63 5.90  -1.0080
O -2.42 2.25 7.13  -0.3302
C -2.05 3.42 7.90  -0.6859
H 0.09 4.78 3.56  0.4047
H -1.00 3.87 2.58  0.0065
H 0.21 2.91 3.42  0.1711
H -1.60 1.63 4.61  0.0336
H -2.72 2.65 3.75  -0.1907
H -3.83 1.98 5.57  0.3450
H -3.56 3.54 6.12  0.4225
H -3.02 3.87 8.15  0.2973
H -1.48 4.11 7.27  0.2545
H -1.48 3.23 8.80  0.2553
C -9.65 -0.65 -1.15  -0.7040
O -8.42 -1.32 -1.19  -0.3028
C -7.65 -1.30 -0.01  -0.8219
C -6.22 -1.68 -0.36  -0.6573
O -5.76 -0.54 -1.17  -0.0198
C -4.97 -0.99 -2.27  -1.0282
H -10.30 -1.17 -0.45  0.3078
H -10.14 -0.71 -2.12  0.2278
H -9.46 0.34 -0.73  0.2919
H -8.02 -2.02 0.72  0.4373
H -7.73 -0.34 0.49  0.3626
H -6.31 -2.60 -0.94  0.3992
H -5.57 -2.06 0.43  0.4218
H -4.12 -1.57 -1.90  0.3112
H -4.51 -0.21 -2.87  0.4811
H -5.49 -1.65 -2.97  0.3562
C -3.49 2.50 0.79  -0.5369
O -4.45 3.37 0.26  -0.4849
C -5.24 2.82 -0.85  -0.1391
C -6.12 3.74 -1.64  -0.8533
O -5.27 4.75 -2.18  -0.1391
C -6.14 5.70 -2.82  -0.8351
H -2.96 2.88 1.65  0.0716
H -2.69 2.21 0.11  0.1673
H -3.92 1.53 1.05  0.5292
H -5.94 2.15 -0.34  0.2898
H -4.63 2.27 -1.57  0.1003
H -6.86 4.12 -0.93  0.3864
H -6.62 3.29 -2.49  0.4284
H -6.80 6.04 -2.02  0.3545
H -6.72 5.23 -3.61  0.2933
H -5.58 6.57 -3.15  0.2666
C 5.28 3.87 -4.54  -0.7110
O 5.12 3.44 -3.20  -0.4092
C 3.90 3.81 -2.65  -0.7318
C 2.73 2.97 -3.11  1.7562
O 2.46 2.91 -4.55  -0.4748
C 1.31 2.20 -4.93  -0.3046
H 5.04 3.05 -5.22  0.2462
H 6.32 4.12 -4.72  0.2898
H 4.73 4.75 -4.88  0.3265
H 3.74 4.87 -2.83  0.4202
H 4.02 3.63 -1.58  0.1751
H 1.81 3.31 -2.63  0.0841
H 2.94 1.93 -2.86  -1.0993
H 1.41 1.13 -4.76  -0.0566
H 1.14 2.35 -6.00  0.3226
H 0.39 2.52 -4.44  0.1844
C 1.88 -1.66 -5.17  -0.4591
O 2.16 -3.01 -5.47  -0.4460
C 1.40 -3.94 -4.73  0.1117
C 2.23 -5.21 -4.50  -0.8748
O 3.20 -5.14 -3.47  -0.4276
C 4.23 -4.14 -3.53  0.1567
H 2.41 -1.05 -5.90  0.3584
H 2.27 -1.38 -4.19  0.1082
H 0.82 -1.40 -5.18  0.2710
H 0.50 -4.14 -5.31  0.4701
H 1.18 -3.62 -3.71  -0.0754
H 2.70 -5.43 -5.46  0.3502
H 1.56 -6.05 -4.28  0.4167
H 4.74 -4.07 -4.49  0.3598
H 5.04 -4.15 -2.81  -0.1951
H 3.73 -3.19 -3.33  -0.1445
C 7.25 -4.25 -0.80  -0.9614
O 6.69 -2.97 -1.13  -0.0374
C 7.57 -2.35 -2.11  -0.8060
C 7.03 -1.00 -2.52  -0.4621
O 5.84 -1.03 -3.34  -0.4136
C 4.91 -0.08 -2.83  -0.6800
H 7.32 -4.81 -1.73  0.3982
H 6.68 -4.76 -0.02  0.2092
H 8.28 -4.24 -0.45  0.3286
H 7.72 -2.90 -3.04  0.3507
H 8.60 -2.21 -1.78  0.4351
H 7.86 -0.47 -3.00  0.4019
H 6.92 -0.44 -1.59  0.2917
H 4.10 0.06 -3.54  0.0761
H 5.33 0.90 -2.63  0.5876
H 4.47 -0.42 -1.89  0.2257
C 1.75 -4.19 0.71  -0.5393
O 1.96 -2.94 1.40  -0.1710
C 3.28 -2.60 1.80  0.5218
C 3.77 -3.51 2.95  -0.8750
O 5.06 -3.13 3.38  -0.3912
C 6.13 -3.69 2.64  -0.6449
H 0.70 -4.37 0.49  -0.0628
H 2.26 -5.01 1.23  0.3239
H 2.00 -4.34 -0.34  0.2917
H 3.22 -1.56 2.13  0.1855
H 4.05 -2.72 1.03  -0.1999
H 3.75 -4.58 2.78  0.4584
H 3.11 -3.46 3.81  0.3668
H 7.06 -3.71 3.20  0.3227
H 6.24 -3.03 1.78  0.1729
H 6.03 -4.73 2.31  0.3127



Entry from OMol25: a cluster of 9 separate species, C44H113N7O16 in total in a non-equilibrium geometry (the ωB97M-V functional and the def2-TZVPD basis).

maximum force: 0.0857 Eh/bohr
ΔE to the lowest compared entry with this formula, charge and spin: 12.1741 eV
SMILES string: COCCNCCOC.COCCNCCOC.COCCNCCOC.COCCNCCOC.COCCNCCOC.COCCNCCOC.COCCNCCOC.CO.CO
LUMO level: 0.48 eV
E_HOMO: -8.1306 eV
gap between HOMO and LUMO: 8.6094 eV

Each line ends with the Mulliken charge.
Atoms and positions in Å:
C 6.73 12.69 8.79  -0.7233
O 6.12 11.61 9.40  -0.3788
C 6.28 10.41 8.68  -0.3499
C 5.91 9.16 9.45  -0.8907
N 6.21 7.80 8.83  -0.3708
C 5.06 7.55 8.02  -0.3652
C 4.87 6.14 7.61  -0.5242
O 3.80 6.02 6.64  -0.2846
C 3.29 4.76 6.28  -0.6949
H 7.68 12.96 9.24  0.2720
H 6.24 13.64 9.03  0.2585
H 6.83 12.58 7.71  0.3098
H 7.36 10.24 8.57  0.3662
H 6.09 10.47 7.61  0.3730
H 5.04 9.15 10.10  0.4463
H 6.60 9.13 10.29  0.3969
H 7.12 7.82 8.38  0.2737
H 5.22 8.17 7.14  0.2301
H 4.16 7.83 8.58  0.2604
H 4.61 5.56 8.49  0.3133
H 5.81 5.82 7.15  0.2788
H 2.58 4.90 5.47  0.2380
H 2.72 4.28 7.08  0.2776
H 4.12 4.15 5.91  0.2878
C -4.40 7.06 -3.28  -0.6435
O -5.89 7.11 -3.28  -0.3627
C -6.37 8.33 -3.80  -0.4730
C -7.92 8.35 -3.96  -0.6522
N -8.49 9.68 -4.10  -0.3588
C -7.92 10.35 -5.25  -0.5423
C -8.74 11.57 -5.73  -0.4788
O -10.13 11.53 -5.51  -0.3034
C -10.78 12.77 -5.64  -0.8026
H -4.07 7.37 -4.27  0.2926
H -4.12 6.03 -3.06  0.2408
H -4.06 7.76 -2.52  0.2780
H -6.01 8.63 -4.78  0.3285
H -6.13 9.08 -3.05  0.3218
H -8.47 7.76 -3.22  0.4161
H -8.17 7.90 -4.92  0.3510
H -9.50 9.68 -4.08  0.2605
H -7.80 9.68 -6.09  0.3230
H -6.89 10.61 -4.97  0.2037
H -8.53 11.75 -6.78  0.3341
H -8.35 12.41 -5.15  0.3378
H -10.47 13.66 -5.10  0.3277
H -11.84 12.61 -5.42  0.2791
H -10.83 13.17 -6.66  0.3225
C 13.64 -2.97 -0.44  -0.6745
O 14.20 -2.80 -1.68  -0.3460
C 14.10 -1.50 -2.22  -0.3728
C 15.10 -1.17 -3.38  -0.8321
N 15.19 0.24 -3.88  -0.1582
C 13.92 0.78 -4.39  -0.5511
C 14.23 2.24 -4.84  -0.6552
O 14.91 3.01 -3.77  -0.3261
C 14.90 4.44 -3.98  -0.8037
H 13.82 -2.10 0.19  0.3114
H 14.03 -3.87 0.03  0.2377
H 12.58 -3.21 -0.52  0.2664
H 14.35 -0.71 -1.51  0.3039
H 13.04 -1.50 -2.49  0.3299
H 14.67 -1.76 -4.18  0.2768
H 16.06 -1.61 -3.15  0.4550
H 16.05 0.77 -3.86  0.2361
H 13.23 0.80 -3.55  0.2810
H 13.54 0.11 -5.16  0.3736
H 13.28 2.63 -5.18  0.4137
H 14.89 2.21 -5.71  0.3398
H 13.96 4.89 -3.67  0.3033
H 15.16 4.90 -4.93  0.3173
H 15.67 4.90 -3.35  0.2739
C -5.26 -3.29 -11.81  -0.8082
O -5.22 -2.97 -10.51  -0.3091
C -5.76 -4.06 -9.61  -0.7217
C -6.31 -3.51 -8.34  -0.4883
N -7.66 -3.02 -8.61  -0.2883
C -8.50 -2.62 -7.46  -0.8684
C -8.11 -1.55 -6.48  -0.2918
O -9.18 -1.03 -5.60  -0.3839
C -8.76 -0.45 -4.45  -0.6484
H -4.84 -4.26 -12.10  0.3192
H -4.70 -2.58 -12.42  0.2718
H -6.24 -3.31 -12.28  0.3149
H -5.07 -4.89 -9.48  0.4514
H -6.60 -4.60 -10.04  0.3737
H -5.71 -2.76 -7.82  0.3439
H -6.29 -4.35 -7.64  0.3733
H -7.72 -2.18 -9.17  0.2564
H -8.70 -3.53 -6.89  0.3129
H -9.38 -2.31 -8.02  0.3427
H -7.83 -0.69 -7.09  0.2567
H -7.20 -1.79 -5.93  0.3819
H -7.86 0.11 -4.71  0.3043
H -8.51 -1.28 -3.79  0.2630
H -9.47 0.19 -3.92  0.2418
C 4.37 -9.16 2.74  -0.7431
O 5.09 -9.24 3.94  -0.3217
C 4.32 -9.16 5.09  -0.3589
C 5.24 -9.01 6.39  -0.9177
N 6.24 -7.90 6.43  -0.4564
C 5.45 -6.60 6.27  -0.4398
C 6.21 -5.35 6.74  -0.7872
O 7.06 -4.76 5.77  -0.3227
C 8.16 -4.08 6.32  -0.8851
H 3.89 -8.18 2.70  0.3203
H 3.66 -9.98 2.59  0.2823
H 5.05 -9.16 1.89  0.2585
H 3.66 -10.01 5.22  0.4031
H 3.75 -8.24 4.98  0.3215
H 5.69 -10.00 6.50  0.3805
H 4.66 -8.88 7.30  0.4181
H 6.72 -8.03 5.55  0.3294
H 4.43 -6.60 6.65  0.4900
H 5.32 -6.46 5.20  0.2873
H 6.77 -5.54 7.65  0.3700
H 5.51 -4.60 7.11  0.3575
H 8.76 -3.59 5.55  0.2798
H 8.85 -4.72 6.88  0.3671
H 8.07 -3.43 7.19  0.3671
C 3.36 -3.13 -0.44  -0.6986
O 2.29 -2.71 -1.44  -0.3616
C 1.07 -3.46 -1.46  -0.5468
C 0.18 -3.01 -0.36  -0.5231
N -1.11 -3.66 -0.29  -0.2222
C -1.18 -4.98 0.20  -0.5041
C -2.58 -5.54 0.27  -0.5770
O -3.41 -4.67 1.08  -0.3293
C -4.82 -4.85 0.96  -0.7432
H 3.25 -2.62 0.51  0.2778
H 4.33 -2.90 -0.87  0.2736
H 3.45 -4.21 -0.33  0.2917
H 1.29 -4.53 -1.41  0.3639
H 0.57 -3.16 -2.38  0.2929
H -0.07 -1.95 -0.49  0.2962
H 0.77 -3.27 0.51  0.3010
H -1.87 -3.07 0.04  0.2426
H -0.61 -5.08 1.13  0.2892
H -0.56 -5.49 -0.53  0.2999
H -2.44 -6.51 0.76  0.3559
H -3.02 -5.77 -0.70  0.3730
H -5.21 -4.36 1.85  0.2450
H -4.92 -5.93 1.06  0.3242
H -5.41 -4.50 0.11  0.2787
C -13.82 -3.76 3.82  -0.7362
O -13.36 -5.04 4.08  -0.3381
C -14.16 -5.77 4.97  -0.6677
C -13.62 -5.59 6.37  -0.6281
N -12.18 -6.00 6.46  -0.2329
C -11.75 -6.37 7.83  -0.5383
C -10.31 -6.81 7.69  -0.7854
O -9.35 -5.80 7.84  -0.3372
C -8.12 -6.17 7.31  -0.6881
H -13.78 -3.10 4.68  0.2918
H -14.85 -3.75 3.46  0.3122
H -13.19 -3.31 3.06  0.2587
H -14.09 -6.83 4.76  0.3131
H -15.20 -5.48 4.85  0.4114
H -14.22 -6.26 6.97  0.4258
H -13.84 -4.61 6.81  0.3295
H -11.53 -5.28 6.16  0.2004
H -12.40 -7.19 8.12  0.3969
H -11.80 -5.54 8.53  0.3267
H -10.34 -7.61 6.95  0.4171
H -10.02 -7.31 8.61  0.4447
H -7.49 -5.28 7.37  0.2338
H -8.30 -6.44 6.27  0.3139
H -7.67 -6.95 7.92  0.2761
C 0.59 1.35 -8.98  -0.5271
O -0.06 2.56 -8.81  -0.4868
H 0.46 0.98 -10.00  0.2361
H 1.64 1.50 -8.74  0.2331
H 0.28 0.55 -8.31  0.2322
H 0.36 3.12 -9.46  0.3125
C 7.18 1.77 -6.79  -0.5276
O 7.88 2.87 -7.38  -0.5067
H 6.86 1.01 -7.50  0.2368
H 7.88 1.21 -6.17  0.2326
H 6.36 1.93 -6.09  0.2607
H 7.54 3.72 -7.11  0.3043